[1]
# C4H5OP

A molecular structure, C4H5OP (ωB97M-V/def2-TZVPD, the Open Molecules 2025 dataset).

Atoms and positions in Å:
C 1.0420 0.6965 0.5824
C 0.7927 0.8117 -0.7680
C 0.5307 -0.7206 0.6082
C 0.2821 -0.4832 -0.8812
O -3.2211 0.8220 0.2381
P -2.7972 -0.5436 -0.0202
H 1.4234 1.3403 1.3489
H 0.9509 1.6019 -1.4803
H 1.2671 -1.4854 0.8549
H -0.3672 -0.8835 1.2118
H 0.0967 -1.1561 -1.6945

Output
Kohn-Sham gap (alpha / beta) (hartree): 0.2668 / 0.2342
Total charge: 0
Relative energy (zero: lowest compared OMol25 entry of this formula, charge and spin) (kcal per mole): 70.5
E_LUMO (alpha / beta) (eV): -0.47 / -0.93
Spin multiplicity: 1

[2]
# C25H25FeN6O6S3

A molecular structure, C25H25FeN6O6S3 (ωB97M-V/def2-TZVPD, the Open Molecules 2025 dataset).

Atoms and positions in Å:
Fe -0.7891 0.4309 0.5726
N 2.4688 0.2574 3.9268
C 1.6631 0.2632 2.8216
S -0.0009 -0.0442 3.0615
N 2.3035 0.5347 1.7087
N 1.5697 0.5776 0.5909
C 2.1616 1.0230 -0.4628
C 3.5690 1.5075 -0.4456
C 3.8389 2.8511 -0.6950
C 5.1457 3.3147 -0.7030
C 6.1977 2.4417 -0.4650
C 5.9335 1.1053 -0.1990
C 4.6267 0.6431 -0.1797
C 1.3875 1.1170 -1.7012
C 1.9808 1.4832 -2.9128
C 1.1858 1.6517 -4.0301
C -0.1771 1.4380 -3.9253
C -0.6773 1.0208 -2.7024
N 0.0787 0.8480 -1.6275
H 2.0863 -0.1384 4.7654
H 3.4603 0.1982 3.7650
H 3.0109 3.5279 -0.8731
H 5.3436 4.3629 -0.8911
H 7.2193 2.8010 -0.4876
H 6.7487 0.4208 0.0037
H 4.4127 -0.3935 0.0448
H 3.0482 1.6346 -2.9705
H 1.6244 1.9574 -4.9722
H -0.8408 1.5902 -4.7649
H -1.7280 0.8024 -2.5700
O -4.8564 0.0594 0.0285
S -3.5759 0.7338 0.0721
O -2.5579 0.0914 -0.7933
O -3.0226 0.8958 1.4096
C -3.8745 2.3444 -0.6935
C -5.1019 2.4225 -1.3531
C -5.4758 3.5625 -2.0384
C -4.6275 4.6604 -2.0611
C -3.4157 4.5940 -1.4029
C -3.0133 3.4390 -0.7272
S -1.3318 3.6749 -0.0867
O -1.4324 4.8887 0.6944
O -0.5451 3.8005 -1.3031
O -0.9376 2.5240 0.7354
H -5.7574 1.5657 -1.3036
H -6.4296 3.5930 -2.5508
H -4.9108 5.5641 -2.5866
H -2.7361 5.4347 -1.3897
N -0.2025 -1.8646 0.3486
C -0.3714 -2.9783 0.5956
N -0.5828 -4.2412 0.9041
C 0.5299 -5.1200 1.2436
C 0.4043 -5.6052 2.6865
C -1.0192 -6.1384 2.9811
C -1.9171 -6.1055 1.7415
C -1.9550 -4.7073 1.1405
H 1.4581 -4.5702 1.1028
H 0.5429 -5.9723 0.5583
H 0.6328 -4.7718 3.3515
H 1.1562 -6.3775 2.8596
H -1.4839 -5.5224 3.7533
H -0.9730 -7.1568 3.3688
H -2.9327 -6.3977 2.0089
H -1.5632 -6.8207 0.9958
H -2.4598 -4.0214 1.8260
H -2.5137 -4.7055 0.2009

Output
Kohn-Sham gap (alpha / beta) (hartree): 0.2564 / 0.2567
⟨S²⟩: 6.01
Total charge: -1
E_LUMO (alpha / beta) (eV): 2.25 / 2.25
Spin multiplicity: 5

[3]
# C41H49NOPPdSSb

A molecular structure, C41H49NOPPdSSb (ωB97M-V/def2-TZVPD, the Open Molecules 2025 dataset).

Atoms and positions in Å:
Pd -0.2956 -0.1488 -0.5345
C 1.8113 2.7684 -2.6660
C 2.3307 2.9568 -1.2654
C 3.5116 3.7044 -1.0312
C 3.9029 3.9495 0.2493
C 3.1391 3.4401 1.3239
C 3.4468 3.7339 2.6706
C 2.6476 3.2286 3.6594
C 1.5739 2.3750 3.3587
C 1.2437 2.0045 2.0549
S -0.0122 0.8262 1.8187
C 2.0202 2.6211 0.9928
N 1.6472 2.4183 -0.2914
H 2.1580 3.5722 -3.3208
H 0.7230 2.7467 -2.6526
H 2.1391 1.8094 -3.0772
H 4.0805 4.0814 -1.8745
H 4.7886 4.5403 0.4608
H 4.3139 4.3453 2.8993
H 2.8617 3.4723 4.6948
H 0.9841 1.9483 4.1608
O -0.0338 -0.2555 -3.4756
C -0.7955 -0.1865 -2.4980
C -2.2616 0.0726 -2.9057
C -2.6055 -0.0228 -4.2542
C -3.8987 0.2198 -4.6896
C -4.8683 0.5743 -3.7584
C -4.5412 0.6590 -2.4123
C -3.2408 0.3992 -1.9590
P -2.7248 0.4670 -0.1768
C -4.4674 0.6279 0.5408
C -4.9744 1.9282 0.6522
C -6.1971 2.1877 1.2566
C -6.9357 1.1468 1.8105
C -6.4267 -0.1432 1.7550
C -5.2053 -0.3995 1.1349
C -2.4850 -1.3306 0.1591
C -2.1085 -1.7280 1.4558
C -2.1054 -3.0625 1.8345
C -2.5177 -4.0537 0.9520
C -2.9284 -3.6772 -0.3231
C -2.9360 -2.3448 -0.7060
H -1.8170 -0.2858 -4.9493
H -4.1530 0.1380 -5.7424
H -5.8873 0.7702 -4.0779
H -5.3174 0.9171 -1.7039
H -4.3903 2.7436 0.2314
H -6.5757 3.2039 1.3015
H -7.8952 1.3417 2.2763
H -6.9927 -0.9628 2.1865
H -4.8307 -1.4161 1.0925
H -1.8563 -0.9714 2.1862
H -1.8099 -3.3263 2.8447
H -2.5333 -5.0951 1.2539
H -3.2869 -4.4297 -1.0184
H -3.3127 -2.0856 -1.6867
C 1.0644 -5.2602 1.4695
C 1.5743 -4.9368 0.0645
C 0.5754 -5.4968 -0.9472
C 2.9110 -5.6396 -0.1432
Sb 1.3044 -2.6155 -0.0899
C 2.5596 -2.2469 -1.9462
C 2.7544 -0.7348 -2.1136
C 1.7296 -2.8086 -3.1013
C 3.9407 -2.9009 -1.9673
C 2.7852 -2.0430 1.5225
C 3.3206 -0.6425 1.2151
C 1.9769 -2.0250 2.8229
C 3.9658 -2.9917 1.7279
H 0.8886 -6.3462 1.5754
H 0.1225 -4.7434 1.6757
H 1.7881 -4.9651 2.2356
H 0.4703 -6.5891 -0.8176
H 0.9024 -5.3178 -1.9744
H -0.4140 -5.0424 -0.8253
H 2.7820 -6.7229 0.0414
H 3.6867 -5.2841 0.5353
H 3.2759 -5.5324 -1.1640
H 1.8914 -0.1628 -1.7733
H 2.8957 -0.4948 -3.1761
H 3.6333 -0.3868 -1.5638
H 0.6988 -2.4642 -3.0577
H 1.7358 -3.9042 -3.0920
H 2.1433 -2.4685 -4.0617
H 4.5175 -2.6786 -1.0685
H 4.5093 -2.5163 -2.8298
H 3.8756 -3.9830 -2.0779
H 2.5626 -0.0051 0.7579
H 4.1804 -0.6893 0.5406
H 3.6444 -0.1459 2.1432
H 1.1697 -1.2940 2.7739
H 2.6341 -1.7450 3.6633
H 1.5426 -3.0087 3.0388
H 4.5336 -3.1688 0.8144
H 3.6381 -3.9562 2.1227
H 4.6529 -2.5497 2.4691

Output
Kohn-Sham gap (hartree): 0.1558
Total charge: -2
Relative energy (zero: lowest compared OMol25 entry of this formula, charge and spin) (kcal per mole): 6.3
E_LUMO (eV): 4.60
Spin multiplicity: 1

[4]
# C4H9NO

A single C4H9NO molecule (ωB97M-V/def2-TZVPD, the Open Molecules 2025 dataset).

Atoms and positions in Å:
N 1.8376 -0.7206 -0.0229
C 0.8403 -0.3644 0.8992
C -0.5209 -0.1079 0.2545
C -0.8667 1.4492 0.3804
C -0.6972 -0.6713 -1.1984
O 1.1015 -0.2392 2.0712
H 1.7859 -1.1249 -0.9665
H 2.8258 -0.8006 0.3773
H -1.1777 -0.6496 1.0067
H -0.8791 1.5224 1.4964
H -0.1515 2.2057 -0.0153
H -1.9368 1.7744 0.2115
H -1.7806 -0.7738 -1.3659
H -0.1077 -1.6397 -1.2367
H -0.2728 0.1402 -1.8914

Output
Kohn-Sham gap (hartree): 0.3966
Total charge: 0
Relative energy (zero: lowest compared OMol25 entry of this formula, charge and spin) (kcal per mole): 22.4
E_LUMO (eV): 0.91
Spin multiplicity: 1
SMILES: CC(C)C(N)=O